1.
Below is a structure of composition C20H40BMgNO19, with properties calculated with ωB97M-V with the def2-TZVPD basis set.

Geometry as XYZ:
```
82
C20H40BMgNO19 | OMol25 | ωB97M-V with the def2-TZVPD basis set
Mg -2.215 0.800 4.343
O -4.860 -6.570 2.356
C -3.793 -7.067 2.014
O -3.566 -8.279 1.432
B -2.133 -8.441 1.148
O -1.591 -7.100 1.344
C -2.509 -6.280 1.836
O -2.302 -5.061 2.017
O -1.853 -8.942 -0.235
C -1.301 -10.142 -0.109
O -0.959 -10.817 -1.088
C -0.955 -10.362 1.371
O -1.315 -9.373 2.022
O -0.332 -11.377 1.792
N 2.069 1.317 0.554
O 1.152 1.254 1.392
O 1.948 0.816 -0.544
O 3.140 1.800 0.880
C -2.354 -3.655 -6.989
O -1.042 -4.046 -6.496
C -0.958 -4.362 -5.104
C 0.451 -4.830 -4.760
O 0.879 -5.491 -5.947
C 2.188 -6.153 -5.847
H -3.139 -4.386 -6.795
H -2.405 -3.425 -8.053
H -2.682 -2.772 -6.440
H -1.744 -5.063 -4.822
H -1.290 -3.539 -4.471
H 0.466 -5.372 -3.814
H 1.135 -3.981 -4.746
H 2.970 -5.418 -5.655
H 2.490 -6.754 -6.705
H 2.116 -6.877 -5.035
C 9.839 7.773 -7.987
O 8.520 7.550 -7.562
C 8.061 8.591 -6.696
C 6.650 8.472 -6.388
O 6.375 7.090 -6.257
C 5.128 6.842 -5.614
H 9.951 7.199 -8.907
H 10.338 7.255 -7.168
H 10.144 8.815 -8.086
H 8.154 9.560 -7.186
H 8.557 8.766 -5.741
H 6.054 9.011 -7.125
H 6.438 9.058 -5.493
H 5.176 7.181 -4.579
H 5.084 5.757 -5.710
H 4.277 7.332 -6.085
C 0.279 -0.268 7.633
O 0.207 0.885 6.782
C 1.127 1.976 7.094
C 0.264 3.272 7.110
O -0.877 3.229 6.201
C -1.413 4.571 5.969
H -0.198 -0.239 8.613
H 1.311 -0.566 7.817
H -0.244 -1.045 7.076
H 1.949 2.183 6.408
H 1.580 1.815 8.072
H 0.923 4.063 6.751
H -0.150 3.627 8.054
H -2.291 4.563 5.323
H -0.700 5.117 5.351
H -1.495 5.095 6.921
C -5.813 -0.368 6.399
O -5.386 0.539 5.389
C -6.506 1.472 4.997
C -6.509 1.296 3.399
O -5.189 1.539 2.987
C -4.971 1.573 1.519
H -4.924 -0.784 6.874
H -6.500 -1.094 5.966
H -6.386 0.038 7.233
H -6.120 2.491 4.973
H -7.483 1.599 5.464
H -7.201 1.970 2.893
H -6.916 0.327 3.108
H -5.865 1.946 1.019
H -4.769 0.594 1.085
H -4.186 2.282 1.257
```

2.
Below is an isolated molecule of C4H10N2O, with properties calculated with ωB97M-V with the def2-TZVPD basis set.

Output
ΔE to the lowest compared entry with this formula, charge and spin = 34.8 kcal per mole
SMILES string = CCNC(=O)CN

Geometry as XYZ:
```
17
C4H10N2O | OMol25 | ωB97M-V with the def2-TZVPD basis set
C 0.753 -1.727 1.690
C 1.343 -0.851 0.594
N 0.314 -0.473 -0.360
C 0.410 0.610 -1.191
O 1.391 0.921 -1.826
C -0.868 1.452 -1.338
N -1.817 1.298 -0.164
H -0.041 -1.187 2.204
H 0.324 -2.655 1.317
H 1.548 -1.872 2.421
H 2.249 -1.286 0.165
H 1.669 0.081 1.064
H -0.553 -0.980 -0.380
H -0.443 2.451 -1.252
H -1.450 1.365 -2.240
H -2.537 0.656 -0.488
H -2.292 2.198 -0.213
```

3.
Below is an isolated molecule of C9H15BrSi, with properties calculated with ωB97M-V with the def2-TZVPD basis set.

Output
ΔE to the lowest compared entry with this formula, charge and spin = 0.0 kcal per mole
SMILES string = CC[Si](Br)(CC)C1C=CC=C1

Geometry as XYZ:
```
26
C9H15BrSi | OMol25 | ωB97M-V with the def2-TZVPD basis set
C 0.004 -0.168 2.496
C -0.632 -1.080 1.436
Si -0.968 -0.244 -0.293
Br -3.002 0.391 -0.531
C -0.378 -1.615 -1.551
C -0.813 -3.015 -1.138
C 0.007 1.353 -0.861
C -0.161 2.294 0.213
C 1.010 2.870 0.484
C 2.115 2.393 -0.347
C 1.552 1.495 -1.208
H 1.129 -0.142 2.467
H -0.348 0.885 2.430
H -0.217 -0.507 3.455
H -1.589 -1.500 1.737
H -0.052 -1.877 1.233
H -0.696 -1.431 -2.605
H 0.716 -1.525 -1.611
H -1.564 -3.523 -1.775
H 0.114 -3.552 -1.249
H -0.961 -2.983 -0.036
H -0.464 1.555 -1.795
H -1.128 2.634 0.526
H 1.215 3.692 1.087
H 3.082 2.769 -0.481
H 2.030 0.829 -2.083
```

no.,lowest unoccupied orbital energy (Ha),DFT total energy (hartree),F_max (eV/Å)
1,-0.2486,-2494.84673,7.5
2,0.0304,-343.14600,1.9
3,0.0278,-3215.41333,4.2